Molecular formula: C45H27Cl2F12N6O4Sc
Method: DFT, ωB97M-V/def2-TZVPD

```
97
Properties=species:S:1:pos:R:3:mulliken_charge:R:1
Sc -0.54 -0.67 0.59 -1.7709
Cl -3.39 5.25 3.34 -0.2628
C -2.72 3.63 3.24 -0.0784
C -2.87 2.92 2.06 -0.2952
C -2.35 1.64 1.92 -0.4792
N -2.38 0.95 0.70 0.8266
C -3.56 1.04 0.05 -0.5218
O -4.67 1.27 0.54 -0.7259
C -3.55 0.96 -1.47 0.9795
C -4.66 0.42 -2.11 -0.7579
C -4.78 0.58 -3.48 -0.5056
C -3.81 1.29 -4.15 -0.5198
C -2.74 1.79 -3.42 -0.5508
N -2.60 1.63 -2.11 -0.1470
C -1.66 1.07 3.01 -0.4055
C -1.50 1.80 4.19 -0.4741
C -2.03 3.07 4.30 0.1112
Cl -1.80 3.95 5.80 -0.2623
N -1.18 -0.21 2.75 0.7248
C -0.89 -1.05 3.74 0.0024
O -0.82 -0.86 4.96 -0.8981
C -0.77 -2.47 3.23 0.4182
C -0.52 -3.51 4.12 -0.5007
C -0.52 -4.81 3.64 -0.4539
C -0.78 -5.02 2.30 -1.0324
C -1.01 -3.93 1.48 -0.2141
N -0.99 -2.68 1.93 0.5665
H -3.42 3.37 1.24 0.6764
H -5.41 -0.09 -1.52 0.4861
H -5.63 0.16 -4.01 0.3978
H -3.86 1.46 -5.22 0.4506
H -1.95 2.35 -3.92 0.5749
H -0.97 1.35 5.01 0.7133
H -0.34 -3.26 5.16 0.4771
H -0.32 -5.64 4.30 0.3696
H -0.81 -6.02 1.87 0.4668
H -1.22 -4.04 0.43 0.3791
C 6.68 -1.17 -1.34 -1.6031
C 5.18 -1.07 -1.28 0.2265
C 4.38 -1.10 -2.42 -1.3980
C 3.01 -0.99 -2.34 -0.6240
C 2.30 -0.83 -1.11 0.5255
N 0.94 -0.63 -1.11 1.2548
C 0.37 -0.38 -2.36 -0.1429
C 0.76 0.74 -3.11 0.1084
C 0.31 0.94 -4.40 -1.2770
C -0.57 0.04 -4.99 0.8586
C -1.06 0.23 -6.40 -2.0019
C -1.03 -1.02 -4.22 -0.2030
C -0.60 -1.24 -2.91 -1.2333
C -1.13 -2.36 -2.01 2.6174
O -1.43 -1.94 -0.76 -0.8376
C -0.08 -3.55 -2.01 0.1153
F -0.66 -4.75 -1.76 -0.3389
F 0.54 -3.67 -3.20 -0.3426
F 0.85 -3.40 -1.08 0.0873
C -2.45 -2.98 -2.58 -0.1377
F -2.27 -3.70 -3.72 -0.3279
F -3.04 -3.80 -1.70 -0.2751
F -3.35 -2.03 -2.87 0.0547
C 3.11 -0.97 0.05 -0.6427
C 4.50 -1.03 -0.07 -0.7893
C 2.52 -1.09 1.46 1.7391
O 1.18 -1.07 1.53 0.8589
C 2.91 -2.47 2.09 0.1483
F 2.50 -2.55 3.37 -0.2654
F 2.30 -3.46 1.42 -0.1699
F 4.23 -2.79 2.11 -0.3344
C 3.08 0.04 2.39 0.4392
F 4.33 -0.22 2.88 -0.3452
F 3.18 1.22 1.75 -0.3126
F 2.30 0.25 3.46 -0.2101
H 7.06 -0.76 -2.28 0.3781
H 7.14 -0.62 -0.52 0.3852
H 7.02 -2.21 -1.27 0.2619
H 4.84 -1.20 -3.40 0.3160
H 2.45 -1.04 -3.26 0.4128
H 1.46 1.42 -2.66 0.4884
H 0.65 1.80 -4.96 0.2740
H -1.06 1.28 -6.68 0.3492
H -0.42 -0.30 -7.12 0.3762
H -2.07 -0.16 -6.52 0.4035
H -1.75 -1.69 -4.67 0.4236
H 5.09 -1.07 0.84 0.4367
N 0.37 1.57 0.75 0.3227
C 0.52 2.55 1.32 0.3681
C 0.65 3.75 2.09 0.0664
C 1.36 3.70 3.29 -0.2276
C 1.43 4.84 4.07 -0.7792
C 0.80 6.01 3.67 -0.3090
C 0.08 6.04 2.48 -0.6470
C 0.01 4.91 1.68 -0.3834
H 1.83 2.78 3.60 0.4719
H 1.96 4.81 5.02 0.3785
H 0.83 6.89 4.30 0.3720
H -0.44 6.94 2.18 0.3927
H -0.58 4.90 0.77 0.4826
```

Summary:
HOMO energy   -1.9 eV
Orbital gap   5.99 eV
Total charge   -2
E_LUMO   4.1 eV

Molecular formula: C2H7N2
Method: DFT, ωB97M-V/def2-TZVPD

```
11
Properties=species:S:1:pos:R:3:nbo_charge:R:1
C -2.96 -0.33 0.06 0.2863
C 1.56 -0.49 0.06 -0.4092
N 0.61 0.68 0.06 -0.7028
N -1.90 0.11 0.04 -0.4364
H -3.95 -0.61 0.02 0.2539
H 1.22 -0.82 -0.94 0.2159
H 2.70 -0.20 -0.05 0.2479
H 1.44 -1.17 0.83 0.2339
H 1.03 0.98 -0.78 0.4264
H -0.39 0.42 -0.10 0.4487
H 0.65 1.42 0.79 0.4354
```

Summary:
HOMO energy   -17.7 eV
Orbital gap   14.56 eV
Total charge   +1
E_LUMO   -3.2 eV

Molecular formula: C32H77B2O4Si
Method: DFT, ωB97M-V/def2-TZVPD

```
116
Properties=species:S:1:pos:R:3:mulliken_charge:R:1
C 8.12 5.81 0.69 -1.0543
B 8.12 4.23 0.96 -0.4390
O 8.25 3.45 -0.20 -0.6767
B 7.86 3.56 2.54 1.7397
O 8.60 2.31 2.93 -0.6526
C 7.81 1.70 3.91 -0.7119
C 6.40 2.37 3.85 0.2703
C 6.09 3.25 5.07 -0.8464
C 4.59 3.51 5.31 -0.3792
O 3.79 3.17 4.19 -0.4124
Si 3.18 4.33 3.19 0.1806
C 2.38 3.41 1.77 -0.8864
C 1.82 5.30 4.06 -0.9633
C 4.45 5.53 2.55 -0.6926
O 6.43 3.12 2.66 -0.6575
H 8.39 6.36 1.60 0.1996
H 7.11 6.14 0.42 0.3437
H 8.79 6.10 -0.13 0.2730
H 7.72 3.79 -0.93 0.2560
H 8.10 4.44 3.43 -0.4023
H 7.72 0.63 3.69 0.2827
H 8.24 1.79 4.92 0.2091
H 5.62 1.61 3.76 0.2917
H 6.62 4.20 4.93 0.1462
H 6.51 2.79 5.97 0.4723
H 4.44 4.57 5.57 0.2605
H 4.22 2.94 6.16 0.3568
H 3.10 2.73 1.31 0.3215
H 2.04 4.12 1.01 0.3325
H 1.52 2.84 2.11 0.1308
H 1.35 5.94 3.30 0.2698
H 1.06 4.62 4.45 0.2252
H 2.19 5.95 4.86 0.3887
H 3.96 6.41 2.13 0.5863
H 5.16 5.86 3.32 0.2875
H 5.05 5.03 1.78 -0.0642
C -2.04 6.58 2.39 -1.3892
C -2.03 5.35 3.29 -0.2991
C -2.19 4.03 2.52 -0.1952
C -3.50 3.88 1.74 -0.5703
C -4.76 3.99 2.59 -0.5198
C -4.86 2.91 3.67 -1.0300
H -2.99 6.69 1.86 0.3936
H -1.87 7.49 2.97 0.3945
H -1.25 6.51 1.64 0.2617
H -2.82 5.44 4.05 0.3359
H -1.09 5.30 3.83 0.0682
H -2.08 3.20 3.22 0.2360
H -1.35 3.94 1.82 0.3525
H -3.49 2.91 1.24 0.1203
H -3.54 4.63 0.94 0.3933
H -5.63 3.91 1.93 0.4121
H -4.82 4.98 3.05 0.2497
H -4.82 1.92 3.23 0.1316
H -5.79 2.99 4.23 0.4017
H -4.04 2.99 4.39 0.2822
C -0.68 -1.82 -1.32 -1.3941
C -1.57 -2.50 -0.28 0.9022
C -2.84 -1.72 0.05 -0.9146
C -2.60 -0.33 0.64 -0.6198
C -1.75 -0.30 1.91 -0.0752
C -2.39 -1.06 3.07 -1.2564
H -0.31 -0.86 -0.98 0.3604
H 0.19 -2.45 -1.55 0.4405
H -1.23 -1.67 -2.25 0.2290
H -0.99 -2.67 0.63 0.3431
H -1.85 -3.49 -0.64 -0.8804
H -3.45 -2.31 0.74 0.3307
H -3.43 -1.61 -0.86 0.4283
H -3.57 0.14 0.85 0.3134
H -2.12 0.31 -0.11 0.3823
H -1.60 0.74 2.21 0.0991
H -0.76 -0.70 1.71 0.2987
H -3.38 -0.65 3.31 0.2301
H -1.78 -0.98 3.97 0.4073
H -2.51 -2.12 2.85 0.3117
C -2.16 -9.09 -3.31 -1.1993
C -3.40 -8.23 -3.11 -0.5814
C -3.13 -6.73 -3.19 -0.5777
C -2.15 -6.19 -2.15 -0.0156
C -2.55 -6.43 -0.70 -0.7066
C -3.88 -5.78 -0.32 -1.1659
H -1.41 -8.90 -2.54 0.2992
H -2.40 -10.15 -3.29 0.3907
H -1.69 -8.87 -4.28 0.2742
H -3.86 -8.48 -2.15 0.2441
H -4.14 -8.49 -3.87 0.4034
H -4.08 -6.19 -3.12 0.3878
H -2.73 -6.50 -4.19 0.1457
H -2.05 -5.11 -2.31 -0.0778
H -1.16 -6.61 -2.32 0.4163
H -1.76 -6.04 -0.05 0.4008
H -2.60 -7.51 -0.50 0.4565
H -3.85 -4.70 -0.49 0.1966
H -4.11 -5.94 0.74 0.3838
H -4.71 -6.18 -0.90 0.3459
C -3.84 -3.12 -7.92 -1.2154
C -2.93 -2.26 -7.07 -0.3157
C -1.45 -2.39 -7.43 -0.7332
C -0.87 -3.80 -7.26 -0.9789
C -1.02 -4.39 -5.86 0.0168
C -0.32 -3.59 -4.77 -0.9348
H -3.63 -4.19 -7.80 0.2770
H -4.89 -2.97 -7.66 0.3811
H -3.73 -2.88 -8.98 0.2934
H -3.07 -2.51 -6.01 0.2144
H -3.21 -1.21 -7.17 0.3770
H -0.87 -1.69 -6.82 0.3222
H -1.31 -2.08 -8.47 0.4243
H 0.19 -3.78 -7.53 0.3829
H -1.34 -4.48 -7.98 0.3425
H -0.61 -5.40 -5.87 0.4172
H -2.08 -4.48 -5.60 -0.0055
H 0.75 -3.48 -4.97 0.3443
H -0.42 -4.09 -3.80 0.2166
H -0.74 -2.59 -4.67 0.2009
```

Summary:
HOMO energy   -3.7 eV
Orbital gap   5.52 eV
Total charge   -1
E_LUMO   1.9 eV

Molecular formula: C7H13N2
Method: DFT, ωB97M-V/def2-TZVPD

```
22
Properties=species:S:1:pos:R:3:nbo_charge:R:1
C 3.66 1.00 -0.06 -0.4697
N 2.47 0.50 0.61 -0.3121
C 1.37 0.27 0.01 0.0479
C 0.15 0.07 0.87 -0.0152
N -0.89 -1.10 0.72 -0.3657
C -1.11 -2.20 -0.26 -0.4686
C -1.22 0.25 0.30 0.0729
C -1.96 0.78 -0.84 -0.3975
C -2.33 1.22 0.51 -0.3728
H 3.54 2.02 -0.50 0.2293
H 4.66 1.07 0.48 0.2419
H 3.75 0.25 -0.90 0.2080
H 1.18 0.35 -1.04 0.1683
H 0.46 0.12 1.88 0.2635
H -1.23 -1.49 1.59 0.4431
H -1.34 -1.94 -1.34 0.2433
H -0.16 -2.82 -0.47 0.2483
H -1.89 -2.91 -0.06 0.2535
H -2.53 0.08 -1.41 0.2461
H -1.36 1.39 -1.69 0.2543
H -1.98 2.16 0.74 0.2440
H -3.22 0.94 0.86 0.2373
```

Summary:
HOMO energy   -13.4 eV
Orbital gap   10.05 eV
Total charge   +1
SMILES string   C/N=C/[C@@H]1[N@H+](C)C12CC2
E_LUMO   -3.3 eV

Molecular formula: C4H5NO
Method: DFT, ωB97M-V/def2-TZVPD

```
11
Properties=species:S:1:pos:R:3:nbo_charge:R:1
O 1.42 0.60 2.33 -0.5155
C 0.81 -0.26 1.89 0.5028
C 0.83 -0.68 -0.90 -0.3513
C 0.09 0.43 -0.87 -0.2787
N -1.87 -0.25 0.46 -0.5599
C -1.10 0.66 0.00 0.0754
H 1.74 -0.75 -1.49 0.2112
H 0.58 -1.57 -0.31 0.2028
H 0.32 1.26 -1.53 0.2133
H -1.53 -1.15 0.10 0.3227
H -1.28 1.69 0.32 0.1772
```

Summary:
HOMO energy   -10.1 eV
Orbital gap   10.47 eV
E_LUMO   0.4 eV

Molecular formula: CH6OSi
Method: DFT, ωB97M-V/def2-TZVPD

```
9
Properties=species:S:1:pos:R:3:nbo_charge:R:1
C -1.26 0.07 -0.28 -1.1305
Si 0.56 -0.30 0.00 1.4707
O 1.27 0.94 0.76 -1.0784
H -1.54 0.63 0.61 0.2434
H -1.68 -0.96 -0.13 0.2421
H -1.57 0.69 -1.20 0.2599
H 0.75 -1.53 0.64 -0.2465
H 1.28 -0.51 -1.22 -0.2547
H 2.19 0.97 0.82 0.4940
```

Summary:
HOMO energy   -10.8 eV
Orbital gap   11.59 eV
SMILES string   C[SiH2]O
E_LUMO   0.8 eV

Molecular formula: C35H57MnN5O10S3Si
Method: DFT, ωB97M-V/def2-TZVPD

```
112
Properties=species:S:1:pos:R:3:mulliken_spin:R:1
Mn 0.34 0.78 -1.25 4.6386
C -1.24 -0.46 3.62 -0.0035
C -1.28 0.10 2.19 -0.0384
C -1.45 -1.06 1.22 0.1149
C -2.45 1.08 2.05 -0.0070
O -0.06 0.74 1.83 -0.0607
Si 0.93 1.74 2.76 0.0841
S 2.29 2.82 1.72 -0.0038
O 1.57 0.77 3.97 0.0002
C 2.72 -0.05 3.86 -0.0004
C 2.58 -1.11 4.95 0.0001
C 2.76 -0.72 2.49 -0.0066
C 3.99 0.76 4.10 0.0003
O -0.23 2.57 3.64 0.0069
C -0.15 3.58 4.63 0.0007
C 0.40 2.98 5.93 -0.0001
C -1.58 4.06 4.84 0.0000
C 0.72 4.75 4.19 0.0005
H -2.17 -0.99 3.83 -0.0002
H -1.11 0.34 4.35 0.0010
H -0.41 -1.16 3.72 -0.0005
H -2.38 -1.61 1.42 -0.0011
H -0.61 -1.75 1.32 -0.0620
H -1.50 -0.70 0.19 0.0214
H -3.39 0.59 2.33 -0.0005
H -2.54 1.40 1.01 0.0002
H -2.30 1.94 2.68 0.0006
H 1.65 -1.67 4.81 0.0000
H 2.54 -0.63 5.93 0.0000
H 3.42 -1.81 4.94 0.0000
H 1.86 -1.32 2.38 0.0003
H 3.65 -1.35 2.38 0.0004
H 2.76 0.02 1.69 0.0003
H 3.93 1.26 5.08 0.0000
H 4.09 1.53 3.33 -0.0001
H 4.87 0.12 4.09 0.0000
H -0.27 2.20 6.30 0.0000
H 0.49 3.75 6.70 0.0000
H 1.37 2.53 5.75 0.0001
H -2.22 3.22 5.14 0.0000
H -1.97 4.47 3.91 0.0000
H -1.63 4.83 5.62 0.0000
H 1.76 4.45 4.08 -0.0002
H 0.65 5.56 4.92 0.0001
H 0.39 5.11 3.22 -0.0003
O -1.84 1.14 -1.45 0.0284
N -2.24 2.32 -1.21 -0.0032
N -1.32 3.09 -0.73 0.0079
O -0.10 2.71 -0.53 0.0744
C -1.68 4.39 -0.28 -0.0013
C -2.95 4.92 -0.51 0.0001
C -3.25 6.18 -0.02 -0.0001
C -2.30 6.91 0.68 0.0005
C -1.04 6.36 0.91 -0.0004
C -0.72 5.10 0.43 0.0061
H -3.68 4.33 -1.05 -0.0008
H -4.23 6.60 -0.20 -0.0001
H -2.54 7.90 1.06 0.0001
H -0.30 6.92 1.47 0.0001
H 0.24 4.63 0.61 -0.0014
C -1.47 -5.10 -0.31 -0.0007
N -0.31 -4.37 0.13 0.0000
C 0.24 -4.39 1.40 -0.0005
C 1.23 -3.49 1.42 0.0002
N 1.29 -2.91 0.17 0.0026
C 0.33 -3.44 -0.64 -0.0031
S 0.04 -2.98 -2.21 0.0077
H -1.26 -6.17 -0.35 0.0000
H -1.73 -4.74 -1.31 0.0005
H -2.31 -4.92 0.36 0.0001
H -0.13 -5.05 2.17 0.0000
H 1.88 -3.19 2.22 0.0001
H 1.75 -2.02 -0.10 0.0170
C 3.62 -1.18 -2.27 0.0018
C 3.29 -0.11 -1.23 -0.0138
C 3.57 1.29 -1.79 0.0383
O 1.98 -0.22 -0.80 0.0335
H 4.67 -1.15 -2.57 0.0000
H 2.99 -1.03 -3.15 0.0006
H 3.40 -2.18 -1.88 -0.0017
H 3.98 -0.25 -0.37 0.0045
H 2.89 1.49 -2.62 0.0004
H 4.60 1.38 -2.16 -0.0018
H 3.41 2.03 -1.01 -0.0052
C -0.38 -7.15 -3.89 0.0002
C -0.77 -5.85 -4.56 0.0002
C -2.11 -5.48 -4.67 0.0001
C -2.47 -4.28 -5.25 -0.0002
C -1.47 -3.44 -5.72 -0.0003
C -0.13 -3.79 -5.63 0.0002
C 0.21 -5.00 -5.05 -0.0003
S -1.90 -1.88 -6.42 -0.0006
O -3.21 -1.98 -7.03 0.0003
O -0.82 -1.46 -7.29 0.0000
N -2.03 -0.98 -5.08 0.0000
C -2.14 0.48 -5.27 -0.0022
C -0.77 1.16 -5.28 0.0056
C -0.07 0.98 -3.93 0.0141
O 0.44 1.98 -3.38 0.0245
O -0.06 -0.18 -3.43 0.0851
H -1.19 -7.51 -3.25 0.0000
H 0.51 -7.01 -3.28 0.0001
H -0.16 -7.92 -4.63 0.0000
H -2.88 -6.14 -4.28 0.0000
H -3.50 -3.97 -5.33 0.0000
H 0.63 -3.10 -5.98 0.0000
H 1.25 -5.25 -4.92 0.0001
H -1.26 -1.14 -4.40 -0.0028
H -2.75 0.86 -4.45 0.0010
H -2.67 0.67 -6.20 0.0000
H -0.88 2.22 -5.48 -0.0006
H -0.15 0.72 -6.06 -0.0005
```

Summary:
HOMO energy (alpha / beta)   -2.2 / -2.2 eV
2S+1   6
Orbital gap (alpha / beta)   6.05 / 6.05 eV
Total charge   -2
E_LUMO (alpha / beta)   3.9 / 3.9 eV

Molecular formula: C4H3N3
Method: DFT, ωB97M-V/def2-TZVPD

```
10
Properties=species:S:1:pos:R:3:nbo_charge:R:1
N -2.82 -1.10 -0.33 -0.3338
C -1.85 -0.52 -0.07 0.2757
C -0.76 0.12 0.67 -0.5185
C -0.45 1.30 0.26 0.5053
N 0.02 2.17 -0.38 -0.5964
H -0.60 -0.09 1.66 0.2670
H -0.35 3.05 -0.66 0.4026
C 2.29 -1.68 -0.40 0.0975
N 1.68 -0.98 0.28 -0.3188
H 2.83 -2.28 -1.02 0.2195
```

Summary:
HOMO energy   -9.0 eV
Orbital gap   9.79 eV
SMILES string   N#CC=C=N.C#N
E_LUMO   0.8 eV

Molecular formula: C32H43F3FeN4O2SSi3
Method: DFT, ωB97M-V/def2-TZVPD

```
89
Properties=species:S:1:pos:R:3:mulliken_spin:R:1
Fe -0.71 -0.24 -0.02 3.7520
F -1.12 -0.06 -5.35 0.0003
C -2.35 -0.44 -4.95 -0.0042
F -3.05 0.67 -4.70 0.0007
F -2.93 -1.05 -6.00 0.0001
C -2.28 -1.35 -3.75 0.0078
C -2.74 -2.65 -3.83 -0.0027
C -2.65 -3.49 -2.73 0.0047
C -2.09 -2.98 -1.58 -0.0048
N -1.65 -1.72 -1.49 0.0285
C -1.73 -0.89 -2.54 0.0297
S -1.06 0.68 -2.23 0.0793
H -3.16 -3.01 -4.76 -0.0009
H -2.99 -4.52 -2.77 0.0006
H -1.97 -3.59 -0.69 0.0006
O -6.52 2.45 2.91 0.0000
C -6.50 1.08 2.55 -0.0008
C -5.17 0.75 1.94 -0.0007
C -4.90 -0.54 1.50 0.0003
C -3.67 -0.82 0.95 0.0100
N -2.71 0.10 0.82 0.0424
C -2.97 1.35 1.21 0.0368
C -4.18 1.71 1.79 -0.0032
C -1.89 2.35 0.96 -0.0041
C -2.12 3.71 0.97 -0.0075
C -1.09 4.58 0.65 0.0005
C -1.31 6.08 0.70 0.0000
O -1.31 6.55 2.04 0.0007
C 0.15 4.04 0.33 0.0136
C 0.30 2.67 0.34 -0.0621
N -0.69 1.83 0.66 0.0025
H -7.37 2.66 3.30 0.0000
H -7.28 0.84 1.83 0.0001
H -6.65 0.44 3.43 0.0002
H -5.64 -1.33 1.58 0.0005
H -3.43 -1.81 0.60 -0.0005
H -4.37 2.71 2.13 0.0003
H -3.10 4.11 1.19 0.0001
H -2.29 6.32 0.30 0.0003
H -0.56 6.59 0.09 0.0000
H -0.41 6.52 2.39 -0.0003
H 0.99 4.67 0.06 0.0023
H 1.24 2.20 0.08 0.0699
C 2.36 1.33 2.54 0.0190
Si 3.05 -0.20 1.70 -0.0618
C 4.93 -0.18 1.78 0.0437
C 2.48 -1.63 2.78 0.0064
C 2.54 -0.33 -0.11 0.8889
Si 3.39 0.81 -1.35 -0.0806
C 4.97 -0.08 -1.88 0.0585
C 2.43 1.18 -2.91 0.0117
C 3.88 2.47 -0.60 0.0078
Si 2.13 -2.04 -0.72 -0.0350
C 1.61 -2.24 -2.49 -0.0013
C 3.64 -3.13 -0.42 0.0529
C 0.77 -2.79 0.42 -0.0228
C 0.80 -4.14 0.74 -0.0103
C -0.05 -4.67 1.69 0.0046
C -0.93 -3.81 2.35 -0.0090
C -0.95 -2.49 1.97 0.0462
N -0.15 -1.99 1.02 0.0693
H 2.70 1.30 3.59 0.0013
H 1.27 1.34 2.56 0.0064
H 2.71 2.27 2.12 0.0000
H 5.22 -0.13 2.83 0.0043
H 5.37 0.67 1.26 -0.0009
H 5.36 -1.09 1.36 -0.0008
H 3.06 -1.57 3.71 0.0001
H 2.65 -2.62 2.36 0.0001
H 1.43 -1.55 3.05 -0.0017
H 4.74 -0.93 -2.52 0.0005
H 5.59 -0.43 -1.05 -0.0014
H 5.56 0.63 -2.47 0.0036
H 1.67 0.45 -3.15 -0.0009
H 3.15 1.21 -3.74 -0.0001
H 1.94 2.15 -2.86 0.0024
H 4.21 2.43 0.43 -0.0001
H 3.07 3.21 -0.68 -0.0007
H 4.72 2.87 -1.19 0.0000
H 2.43 -2.01 -3.18 -0.0015
H 0.76 -1.61 -2.76 0.0006
H 1.32 -3.29 -2.66 -0.0003
H 4.49 -2.73 -0.97 -0.0016
H 3.45 -4.14 -0.78 0.0039
H 3.92 -3.19 0.63 0.0009
H 1.52 -4.78 0.25 0.0009
H -0.02 -5.72 1.94 -0.0002
H -1.59 -4.16 3.13 -0.0003
H -1.63 -1.79 2.44 0.0046
```

Summary:
HOMO energy (alpha / beta)   -10.4 / -10.4 eV
2S+1   6
Orbital gap (alpha / beta)   7.47 / 6.52 eV
Total charge   +1
E_LUMO (alpha / beta)   -2.9 / -3.9 eV

no.,molar mass (g mol⁻¹)
1,1059.6
2,59.1
3,575.7
4,125.2
5,83.1
6,62.1
7,887.1
8,93.1
9,744.9